Entry 1:
{
  "formula": "C4H6N2OS",
  "method": "wB97M-V/def2-TZVPD",
  "charge": 0,
  "e_above_lowest_kcal_mol": 130.2,
  "smiles": "[H]/N=C\\O/C=C(/C)N=S",
  "symbols": ["S", "O", "N", "N", "C", "C", "C", "C", "H", "H", "H", "H", "H", "H"],
  "xyz": [[-2.44345, -0.18386, 0.13915], [0.51415, -0.62791, -1.13364], [-1.31161, 0.72437, 0.66651], [-0.53316, -1.54668, -3.02908], [-0.01393, 0.58330, 0.86254], [0.40032, 1.41006, 2.08728], [0.84370, -0.01353, 0.06711], [-0.16046, -1.68438, -1.87931], [0.70050, 2.51173, 1.97056], [-0.39811, -2.54888, -1.28252], [-0.42580, 1.30996, 2.77856], [-0.36488, -0.89634, -3.80926], [1.25318, 0.95782, 2.47897], [1.93957, 0.00434, 0.08313]],
  "atomic_forces_ev_per_a": [[-0.1, -0.6, -0.3], [0.1, 0.1, -1.0], [-2.0, 0.7, -0.5], [0.0, -0.8, -2.2], [0.5, 1.9, 2.1], [0.0, 1.1, -1.0], [1.3, -2.7, -2.8], [0.1, 2.1, 2.0], [-0.9, -1.5, -0.4], [0.1, -0.1, 0.4], [0.1, 0.3, 0.3], [0.1, 0.0, 1.6], [1.5, -0.8, 1.0], [-0.5, 0.4, 0.7]]
}

***

Entry 2:
{
  "formula": "C20H24FN3O3",
  "method": "wB97M-V/def2-TZVPD",
  "charge": 0,
  "e_above_lowest_kcal_mol": 458.5,
  "symbols": ["F", "O", "O", "O", "N", "N", "N", "C", "C", "C", "C", "C", "C", "C", "C", "C", "C", "C", "C", "C", "C", "C", "C", "C", "C", "C", "C", "H", "H", "H", "H", "H", "H", "H", "H", "H", "H", "H", "H", "H", "H", "H", "H", "H", "H", "H", "H", "H", "H", "H", "H"],
  "xyz": [[-7.00203, 3.79081, -0.11630], [3.77998, -4.47564, 0.24546], [4.29906, -2.19148, 1.07282], [-0.14113, -1.79372, 1.65817], [-1.49204, 2.18674, 2.07266], [-1.78499, 2.03738, 0.74072], [1.77509, -0.61322, 1.03697], [-5.92554, 3.07422, 0.21921], [1.75446, -2.38782, 2.74043], [3.60448, -3.31658, 1.12193], [0.73439, 1.64119, -2.44977], [1.27119, 0.25602, 0.18415], [-4.10628, 2.29560, 1.33486], [-1.24411, 0.81204, -1.35737], [-0.96898, 1.40029, -0.17523], [-5.50595, 2.73375, 1.33135], [1.00427, -0.50808, -1.02170], [0.08407, 0.48296, -1.84525], [-0.06471, 1.73570, 2.05177], [1.05637, -1.55509, 2.01127], [4.98165, -4.14640, -0.38743], [-4.67739, 3.57797, -0.78928], [-3.50453, 3.08290, -0.55013], [0.26287, 1.15016, 0.73023], [-3.01230, 2.46367, 0.65347], [-0.05678, -0.17048, -3.36239], [2.26781, -3.75806, 2.06038], [0.96884, -2.80942, 3.61181], [5.80106, -3.92962, 0.12778], [-6.04943, 2.61889, 2.07529], [0.37376, -1.16121, -0.89364], [2.71892, -1.91880, 3.35028], [-5.16165, 3.92831, -1.70621], [0.46906, 2.48080, -3.12504], [0.92967, 2.42348, -1.50887], [2.09412, 1.20286, -0.09337], [-1.74386, 1.46925, -2.15835], [-0.33096, -1.21784, -2.94806], [-3.91610, 1.77203, 2.58881], [2.80788, -0.63312, 1.44243], [4.97083, -5.14980, -0.80474], [1.53104, -4.21276, 1.45687], [4.64783, -3.38863, -1.17768], [1.98532, 1.53920, -2.60728], [-0.66917, 0.19599, -4.13197], [1.77297, -0.61770, -1.63591], [0.94634, -0.57820, -3.85689], [0.46439, 1.61509, 2.82278], [-2.81234, 3.13284, -1.48080], [2.58898, -4.42710, 2.82747], [-1.77641, -0.13939, -1.38571]],
  "atomic_forces_ev_per_a": [[-1.3, -0.8, 0.4], [-0.5, 5.4, 5.2], [-4.0, -7.1, 0.5], [2.4, 0.8, 1.9], [7.7, -1.7, -1.8], [2.3, -1.4, 2.2], [5.8, -6.2, 10.3], [2.9, 6.9, -9.3], [5.2, -6.7, 9.2], [-0.5, 1.6, -0.2], [7.3, 6.2, 4.4], [2.7, 5.7, -1.4], [-1.6, -3.1, 10.3], [-2.2, -1.2, -5.3], [3.0, 2.7, 11.2], [7.5, -2.4, -1.3], [-0.8, 10.4, -2.2], [1.9, -1.5, -7.8], [-7.5, -0.4, -9.1], [-6.8, 6.0, -11.3], [-4.0, -2.3, -6.4], [-7.1, -2.1, 1.2], [4.7, 0.3, -3.8], [-6.6, 2.0, -0.2], [-6.1, 2.1, -5.6], [2.3, -6.0, 3.0], [2.7, 4.6, -0.6], [2.1, 1.3, -2.1], [3.0, 1.1, 2.6], [-4.6, -1.2, 7.1], [-5.6, -7.9, 1.8], [-2.5, -1.1, -1.7], [1.1, 0.2, 0.1], [-1.0, -1.6, -0.4], [-0.4, -1.1, -1.6], [-1.3, -3.0, 0.5], [0.5, -0.8, 1.2], [-0.8, 0.9, -1.6], [-0.3, 1.4, -4.0], [-2.7, 0.8, -1.9], [2.0, 0.1, -1.4], [-0.7, -0.3, -0.9], [1.4, -0.9, 0.9], [-3.4, -0.4, -0.1], [-1.1, 0.8, -0.5], [3.6, -1.3, -2.1], [-1.6, 1.8, 1.1], [3.8, -0.5, 6.2], [-0.6, 0.4, 1.8], [0.4, -0.4, 0.4], [-0.7, 0.0, 0.7]]
}

***

Entry 3:
{
  "formula": "C2H2BrN2P",
  "method": "wB97M-V/def2-TZVPD",
  "charge": 0,
  "e_above_lowest_kcal_mol": 29.6,
  "smiles": "BrP1=CC=NN=1",
  "symbols": ["Br", "P", "N", "N", "C", "C", "H", "H"],
  "xyz": [[2.98688, -0.50444, -3.22987], [0.50794, -0.62124, -2.45480], [-1.00251, 0.31180, -2.61167], [-1.36235, 0.65426, -1.50179], [0.47856, -0.33817, -0.69459], [-0.61511, 0.44824, -0.41453], [-0.97307, 0.84255, 0.51515], [1.04945, -0.86433, 0.04655]],
  "atomic_forces_ev_per_a": [[-2.3, 0.3, 0.8], [1.6, -1.5, 0.5], [0.4, 1.4, -2.2], [-2.2, 0.3, -0.6], [-0.5, 0.6, 0.2], [2.4, -1.1, 1.0], [0.0, -0.1, 0.3], [0.5, 0.2, 0.1]]
}

***

Question: Number 2 is which compound?
Answer: C20H24FN3O3